(1)
Below is C4H5N in the gas phase in a non-equilibrium geometry, with properties calculated with ωB97M-V with the def2-TZVPD basis set.

Element x y z (Å)
C -0.708 -1.222 -0.029
C 0.099 -0.235 -0.050
C -0.381 1.159 -0.017
C 1.613 -0.264 -0.035
N 2.814 -0.203 -0.014
H -0.438 -2.292 0.127
H -1.806 -1.103 -0.120
H -1.432 1.009 0.145
H 0.049 1.654 -0.862
H 0.190 1.497 0.855

Values from the calculation:
* HOMO-LUMO gap: 11.286 eV
* LUMO level: 0.029 Ha
* HOMO: -10.495 eV
* charge: 0
* energy above the lowest of the compared OMol25 structures with the same formula, charge and spin: 34.8 kcal/mol
* SMILES: C=C(C)C#N


(2)
Below is 7 unconnected molecules or ions with the total composition H14O7 in a non-equilibrium geometry, with properties calculated with ωB97M-V with the def2-TZVPD basis set.

Element x y z (Å)
O 0.257 -0.474 -0.026
H -0.148 0.347 0.274
H -0.129 -0.621 -0.897
O 1.440 -5.610 -0.847
H 2.190 -5.280 -1.354
H 0.926 -4.819 -0.647
O 2.086 -0.675 0.164
H 2.314 -1.365 0.796
H 2.916 -0.491 -0.291
O 0.935 2.449 -0.661
H 0.710 3.028 0.076
H 0.663 2.945 -1.441
O -2.732 3.109 2.272
H -2.293 2.988 3.121
H -2.511 4.012 2.020
O 2.266 -0.732 -1.892
H 1.607 -1.435 -1.879
H 1.962 -0.138 -2.587
O -4.209 1.523 1.123
H -4.261 2.382 1.558
H -4.284 1.730 0.185

Values from the calculation:
* HOMO-LUMO gap: 8.472 eV
* LUMO level: 0.004 Ha
* HOMO: -8.364 eV
* charge: 0
* energy above the lowest of the compared OMol25 structures with the same formula, charge and spin: 133.8 kcal/mol
* SMILES: O.O.O.O.O.O.O


(3)
Below is C15H12F5O4P in the gas phase in a non-equilibrium geometry, with properties calculated with ωB97M-V with the def2-TZVPD basis set.

Element x y z (Å)
O -0.498 -1.670 2.489
P 0.305 -1.224 1.371
O 0.143 -2.106 0.055
O 1.858 -1.123 1.664
C 2.738 -0.615 0.714
C 3.209 -1.432 -0.304
C 4.111 -0.922 -1.224
C 4.535 0.392 -1.131
C 4.065 1.198 -0.107
C 3.166 0.699 0.820
O -0.021 0.297 0.866
C -1.371 0.675 1.051
C -2.294 -0.180 0.220
C -3.320 -0.887 0.830
C -4.136 -1.709 0.073
C -3.932 -1.829 -1.290
C -2.906 -1.126 -1.900
C -2.087 -0.304 -1.149
C -1.482 2.178 0.713
F -1.760 2.898 1.827
F -2.500 2.436 -0.141
C -0.198 2.790 0.096
F 0.219 2.119 -0.978
F -0.421 4.045 -0.296
F 0.800 2.826 0.973
H 0.616 -1.775 -0.711
H 2.887 -2.462 -0.353
H 4.481 -1.558 -2.014
H 5.233 0.786 -1.853
H 4.395 2.222 -0.028
H 2.787 1.312 1.621
H -1.628 0.557 2.112
H -3.469 -0.802 1.895
H -4.931 -2.259 0.553
H -4.569 -2.472 -1.878
H -2.742 -1.218 -2.963
H -1.285 0.244 -1.624

Values from the calculation:
* HOMO-LUMO gap: 10.189 eV
* LUMO level: 0.019 Ha
* HOMO: -9.668 eV
* charge: 0
* SMILES: O=[P@](O)(Oc1ccccc1)O[C@H](c1ccccc1)C(F)(F)C(F)(F)F


(4)
Below is 2 unconnected molecules or ions with the total composition CH6IN4 in a non-equilibrium geometry, with properties calculated with ωB97M-V with the def2-TZVPD basis set.

Element x y z (Å)
C 0.072 0.069 0.196
N 0.486 -0.327 1.334
N -0.886 -0.126 -0.620
N 1.825 1.138 -1.124
N -2.171 -0.560 -0.256
I 3.186 1.300 0.257
H 1.431 0.156 1.510
H -0.619 0.006 -1.610
H 1.847 0.179 -1.528
H -2.920 0.097 -0.556
H -2.318 -0.770 0.722
H 0.065 -1.162 1.676

Values from the calculation:
* HOMO-LUMO gap (spin up / spin down): 8.165 / 7.874 eV
* LUMO level (spin up / spin down): -0.196 / -0.205 Ha
* HOMO (spin up / spin down): -13.495 / -13.445 eV
* charge: +1
* energy above the lowest of the compared OMol25 structures with the same formula, charge and spin: 87.3 kcal/mol


(5)
Below is a molecular structure, C31H38BeNO2 in a non-equilibrium geometry, with properties calculated with ωB97M-V with the def2-TZVPD basis set.

Element x y z (Å)
O 0.890 3.926 -2.602
C 1.659 3.619 -3.802
C 1.632 5.057 -4.312
H 1.107 2.910 -4.431
H 2.662 3.242 -3.563
C 0.746 5.291 -3.062
H 1.114 5.203 -5.262
H 2.611 5.540 -4.271
C -0.708 5.550 -3.401
H -1.059 4.819 -4.140
H -0.826 6.559 -3.815
H -1.325 5.464 -2.499
C 1.290 6.274 -2.048
H 2.332 6.040 -1.806
H 0.689 6.220 -1.130
H 1.232 7.295 -2.450
Be -0.905 -1.087 1.798
C 0.384 -0.661 3.139
C 1.202 -1.850 2.933
C 2.242 -1.533 2.058
H 1.037 -2.817 3.412
C 2.148 -0.147 1.727
C 1.040 0.397 2.391
H 0.757 1.452 2.416
H -0.269 -0.502 4.005
H 3.041 -2.201 1.728
H 2.895 0.401 1.147
C -2.624 -0.448 2.325
C -2.371 0.910 2.702
C -1.962 1.624 1.554
H -2.579 1.339 3.683
C -2.042 0.773 0.427
C -2.453 -0.523 0.881
H -2.814 -1.333 0.246
H -3.129 -1.203 2.937
H -1.698 2.684 1.525
H -1.949 1.070 -0.620
O 0.131 1.552 -2.325
C 0.661 1.986 -1.046
C 2.187 1.938 -1.089
H 0.320 1.254 -0.283
H 0.257 2.957 -0.746
C 2.395 0.720 -1.987
H 2.609 1.858 -0.089
H 2.605 2.820 -1.570
C 1.086 0.588 -2.793
H 2.566 -0.175 -1.372
H 3.235 0.839 -2.678
H 0.619 -0.404 -2.695
H 1.303 0.774 -3.850
C 1.307 -4.442 -1.430
C 0.921 -3.096 -1.512
C 0.123 -2.540 -0.514
C -0.293 -3.331 0.587
C 0.126 -4.672 0.668
C 0.913 -5.225 -0.343
N -1.052 -2.753 1.597
C -1.856 -3.534 2.433
C -2.634 -4.581 1.893
C -3.365 -5.426 2.730
C -3.323 -5.241 4.116
C -2.596 -4.180 4.662
C -1.891 -3.304 3.828
H 1.939 -4.868 -2.209
H 1.244 -2.473 -2.350
H -0.197 -1.497 -0.577
H -0.176 -5.272 1.527
H 1.211 -6.270 -0.263
H -2.619 -4.734 0.814
H -3.953 -6.231 2.289
H -3.867 -5.925 4.771
H -2.586 -4.005 5.738
H -1.345 -2.458 4.252

Values from the calculation:
* HOMO-LUMO gap: 5.998 eV
* LUMO level: 0.087 Ha
* HOMO: -3.626 eV
* charge: -1
* energy above the lowest of the compared OMol25 structures with the same formula, charge and spin: 1.5 kcal/mol


(6)
Below is a molecular structure, C14H33F6N4O7S2Ti in a non-equilibrium geometry, with properties calculated with ωB97M-V with the def2-TZVPD basis set.

Element x y z (Å)
Ti 16.714 -15.872 10.978
C 13.289 -18.000 11.984
F 13.414 -18.626 13.141
F 12.161 -18.357 11.388
F 13.255 -16.673 12.191
S 14.710 -18.404 10.826
O 14.487 -19.777 10.453
O 14.588 -17.400 9.783
N 16.105 -18.059 11.804
S 16.772 -19.490 11.951
O 16.074 -20.438 12.774
O 17.273 -20.018 10.696
C 18.359 -19.044 12.855
F 19.061 -20.143 13.046
F 19.049 -18.147 12.166
F 18.084 -18.540 14.069
C 17.343 -14.006 14.405
C 16.943 -15.462 14.261
C 16.517 -16.065 15.616
O 17.682 -16.286 16.392
C 17.416 -17.290 17.352
N 15.833 -15.590 13.280
H 18.182 -14.009 15.113
H 16.561 -13.368 14.818
H 17.759 -13.561 13.500
H 17.787 -16.073 13.943
H 16.097 -17.045 15.366
H 15.806 -15.410 16.128
H 17.249 -18.258 16.865
H 16.486 -17.066 17.885
H 18.227 -17.405 18.064
H 15.699 -16.595 13.146
H 15.002 -15.310 13.802
C 18.553 -17.307 7.207
C 18.110 -16.796 8.568
C 19.199 -15.925 9.200
O 18.844 -15.565 10.516
C 19.919 -14.986 11.238
N 16.860 -15.981 8.398
H 18.653 -16.482 6.494
H 17.993 -18.128 6.764
H 19.564 -17.740 7.249
H 17.864 -17.647 9.211
H 19.507 -15.107 8.533
H 20.106 -16.549 9.211
H 20.803 -15.622 11.169
H 19.559 -14.807 12.245
H 20.213 -14.016 10.820
H 16.116 -16.604 8.091
H 17.079 -15.397 7.593
C 14.369 -13.535 10.154
C 15.549 -12.617 10.363
C 15.458 -11.944 11.722
O 14.334 -11.090 11.817
C 14.548 -9.848 11.188
N 16.793 -13.426 10.277
H 14.429 -14.068 9.202
H 13.434 -12.976 10.157
H 14.353 -14.273 10.960
H 15.686 -11.862 9.579
H 16.394 -11.414 11.958
H 15.384 -12.643 12.558
H 14.576 -9.986 10.101
H 15.404 -9.277 11.552
H 13.667 -9.222 11.348
H 17.615 -12.828 10.184
H 16.803 -13.886 9.366

Values from the calculation:
* HOMO-LUMO gap (spin up / spin down): 4.531 / 9.704 eV
* LUMO level (spin up / spin down): -0.004 / -0.005 Ha
* ⟨S²⟩: 3.75
* spin multiplicity: 4
* HOMO (spin up / spin down): -4.639 / -9.832 eV
* charge: 0
* energy above the lowest of the compared OMol25 structures with the same formula, charge and spin: 9.9 kcal/mol


(7)
Below is a gas-phase ion, C4H13N2O (charge +1) in a non-equilibrium geometry, with properties calculated with ωB97M-V with the def2-TZVPD basis set.

Element x y z (Å)
N -1.061 -2.334 -0.211
C -1.851 -1.208 0.308
C -0.920 -0.115 0.954
C 0.497 0.166 0.371
N 0.475 -0.062 -1.137
C 1.039 1.605 0.571
O 1.754 1.952 -0.611
H -1.643 -2.909 -0.813
H -0.762 -2.936 0.551
H -2.246 -0.661 -0.560
H -2.607 -1.432 1.064
H -1.518 0.787 1.028
H -0.660 -0.443 1.966
H 1.273 -0.521 0.730
H 0.159 -1.083 -1.141
H 1.338 0.149 -1.640
H -0.154 0.618 -1.564
H 0.202 2.289 0.755
H 1.640 1.595 1.482
H 2.176 2.777 -0.403

Values from the calculation:
* HOMO-LUMO gap: 11.321 eV
* LUMO level: -0.109 Ha
* HOMO: -14.294 eV
* charge: +1
* energy above the lowest of the compared OMol25 structures with the same formula, charge and spin: 35.8 kcal/mol
* SMILES: NCC[C@@H]([NH3+])CO


(8)
Below is C6H8Cl2 in the gas phase in a non-equilibrium geometry, with properties calculated with ωB97M-V with the def2-TZVPD basis set.

Element x y z (Å)
C -1.352 -0.873 1.444
C -0.224 -1.069 0.759
C 0.708 0.026 0.253
C 0.251 1.401 0.610
Cl 2.277 -0.255 1.087
C 0.940 -0.144 -1.205
C 0.070 -0.132 -2.205
Cl -1.651 0.124 -2.045
H -1.763 0.137 1.584
H -2.025 -1.682 1.853
H 0.118 -2.094 0.550
H 0.082 1.534 1.680
H -0.710 1.518 0.171
H 0.946 2.170 0.291
H 1.981 -0.271 -1.553
H 0.352 -0.391 -3.274

Values from the calculation:
* HOMO-LUMO gap: 10.617 eV
* LUMO level: 0.030 Ha
* HOMO: -9.799 eV
* charge: 0
* energy above the lowest of the compared OMol25 structures with the same formula, charge and spin: 6.3 kcal/mol
* SMILES: C=C[C@@](C)(Cl)/C=C\Cl


Number 3 is which compound? C15H12F5O4P


Copy entry 7 word for word.
Below is a gas-phase ion, C4H13N2O (charge +1) in a non-equilibrium geometry, with properties calculated with ωB97M-V with the def2-TZVPD basis set.

Element x y z (Å)
N -1.061 -2.334 -0.211
C -1.851 -1.208 0.308
C -0.920 -0.115 0.954
C 0.497 0.166 0.371
N 0.475 -0.062 -1.137
C 1.039 1.605 0.571
O 1.754 1.952 -0.611
H -1.643 -2.909 -0.813
H -0.762 -2.936 0.551
H -2.246 -0.661 -0.560
H -2.607 -1.432 1.064
H -1.518 0.787 1.028
H -0.660 -0.443 1.966
H 1.273 -0.521 0.730
H 0.159 -1.083 -1.141
H 1.338 0.149 -1.640
H -0.154 0.618 -1.564
H 0.202 2.289 0.755
H 1.640 1.595 1.482
H 2.176 2.777 -0.403

Values from the calculation:
* HOMO-LUMO gap: 11.321 eV
* LUMO level: -0.109 Ha
* HOMO: -14.294 eV
* charge: +1
* energy above the lowest of the compared OMol25 structures with the same formula, charge and spin: 35.8 kcal/mol
* SMILES: NCC[C@@H]([NH3+])CO


What is the charge in the third record? 0